Entry 1:
Entry from OMol25: a 2-piece molecular cluster, C4H10N2 overall in a non-equilibrium geometry (wB97M-V/def2-TZVPD).

ORCA input file:
```
! wB97M-V def2-TZVPD RIJCOSX def2/J DEFGRID3
* xyz 1 2
C -2.364 -0.245 0.744
C -2.219 -1.393 -1.316
N -1.707 -1.197 -0.191
H -1.667 0.442 1.202
H -2.987 -0.842 1.403
H -3.118 0.302 0.172
H -2.293 -2.335 -1.857
H -2.717 -0.539 -1.790
C 1.927 1.284 0.927
C 2.957 0.160 -0.802
N 2.166 1.100 -0.512
H 1.339 2.175 1.124
H 2.877 1.338 1.460
H 1.429 0.391 1.320
H 3.137 -0.068 -1.848
H 3.237 -0.574 -0.037
*
```

E_LUMO (spin up / spin down) in eV: -6.038 / -9.056
E_tot in a.u.: -267.48039
F_max in eV/A: 2.4

***

Entry 2:
Entry from OMol25: C42H42BBrCdN4O2P2S2 as an isolated structure (wB97M-V/def2-TZVPD).

ORCA input file:
```
! wB97M-V def2-TZVPD RIJCOSX def2/J DEFGRID3
* xyz 0 1
Cd -1.474 0.639 0.309
C -2.876 1.791 3.604
N -2.622 3.027 2.893
C -1.943 4.122 3.392
C -1.875 5.018 2.385
N -2.506 4.479 1.287
B -2.599 5.138 -0.105
N -1.513 4.521 -1.114
C -1.483 5.026 -2.393
C -0.530 4.372 -3.094
N 0.026 3.464 -2.227
C 1.125 2.569 -2.543
C -0.584 3.568 -1.021
S -0.017 2.671 0.352
C -2.952 3.250 1.603
S -3.677 2.101 0.557
H -2.764 1.976 4.669
H -2.175 1.010 3.300
H -3.881 1.439 3.383
H -1.586 4.159 4.404
H -1.442 6.000 2.354
H -2.340 6.317 0.000
H -3.679 4.938 -0.593
H -2.162 5.803 -2.695
H -0.204 4.466 -4.113
H 1.116 2.382 -3.615
H 0.998 1.633 -2.001
H 2.082 3.005 -2.256
C 3.231 -2.425 0.615
C 3.658 -1.069 1.155
P 2.981 0.282 0.091
C 3.114 1.725 1.202
C 2.440 1.641 2.422
C 2.327 2.741 3.254
C 2.887 3.956 2.879
C 3.564 4.051 1.674
C 3.680 2.943 0.843
C 4.353 0.501 -1.099
C 4.109 0.121 -2.416
C 5.111 0.191 -3.378
C 6.370 0.649 -3.029
C 6.633 1.019 -1.714
C 5.635 0.938 -0.758
C 1.881 -2.902 1.114
P 0.308 -2.048 0.578
C -0.839 -3.308 1.238
C -0.932 -3.399 2.628
C -1.818 -4.280 3.223
C -2.642 -5.075 2.435
C -2.568 -4.980 1.056
C -1.669 -4.104 0.461
C 0.414 -2.368 -1.224
C 0.625 -3.635 -1.767
C 0.764 -3.809 -3.135
C 0.695 -2.713 -3.986
C 0.490 -1.446 -3.461
C 0.355 -1.281 -2.090
H 3.959 -3.175 0.934
H 3.258 -2.437 -0.480
H 4.747 -0.987 1.179
H 3.307 -0.929 2.181
H 1.966 0.707 2.713
H 1.788 2.656 4.189
H 2.795 4.821 3.522
H 4.002 4.994 1.371
H 4.191 3.044 -0.106
H 3.126 -0.249 -2.687
H 4.905 -0.115 -4.396
H 7.151 0.715 -3.776
H 7.620 1.367 -1.435
H 5.850 1.227 0.265
H 1.872 -2.913 2.208
H 1.742 -3.942 0.808
H -0.324 -2.758 3.257
H -1.879 -4.336 4.302
H -3.346 -5.755 2.897
H -3.222 -5.577 0.432
H -1.647 -4.023 -0.617
H 0.676 -4.502 -1.118
H 0.922 -4.801 -3.538
H 0.801 -2.849 -5.054
H 0.428 -0.587 -4.116
H 0.214 -0.283 -1.689
Br -3.177 -2.915 -2.981
C -4.407 -3.030 -1.540
C -5.453 -3.929 -1.699
C -6.378 -4.109 -0.683
C -6.252 -3.396 0.502
C -5.199 -2.510 0.651
C -4.268 -2.306 -0.366
C -3.175 -1.319 -0.103
O -2.604 -0.755 -1.077
O -2.857 -1.068 1.087
H -5.533 -4.486 -2.622
H -7.193 -4.807 -0.822
H -6.966 -3.530 1.303
H -5.065 -1.952 1.566
*
```

E_LUMO in eV: 0.484
E_tot in a.u.: -6241.02867
F_max in eV/A: 0.4

***

Entry 3:
Entry from OMol25: C23H17BN13O5SeTl as an isolated structure (wB97M-V/def2-TZVPD).

ORCA input file:
```
! wB97M-V def2-TZVPD RIJCOSX def2/J DEFGRID3
* xyz 1 2
Tl 1.038 -0.047 -0.180
O 2.919 -3.617 2.300
C 2.640 -2.491 1.662
O 2.007 -2.431 0.638
C 3.195 -1.282 2.367
C 3.940 -1.383 3.535
C 4.392 -0.214 4.122
C 4.112 1.001 3.518
C 3.376 1.002 2.340
N 2.915 -0.118 1.794
C 3.016 2.262 1.584
O 3.778 3.334 1.783
O 2.095 2.307 0.813
H 2.533 -4.361 1.809
H 4.147 -2.350 3.968
H 4.956 -0.247 5.044
H 4.433 1.925 3.982
H 4.554 3.143 2.324
C -1.485 -0.789 3.485
C -0.289 -0.385 2.905
N -0.459 -0.155 1.603
N -1.757 -0.420 1.321
C -2.389 -0.798 2.440
B -2.323 -0.143 -0.119
N -1.710 -1.161 -1.115
C -2.329 -1.756 -2.145
C -1.439 -2.615 -2.760
C -0.265 -2.489 -2.024
N -0.443 -1.621 -1.025
N -1.863 1.288 -0.487
C -2.443 2.473 -0.235
C -1.592 3.480 -0.642
C -0.468 2.811 -1.118
N -0.635 1.492 -1.024
N -3.823 -0.294 -0.187
C -4.817 0.458 -0.729
C -5.994 -0.227 -0.583
C -5.623 -1.418 0.068
N -4.326 -1.462 0.297
H -1.673 -1.032 4.516
H 0.678 -0.231 3.358
H -3.433 -1.056 2.417
H -3.365 -1.556 -2.361
H -1.622 -3.256 -3.604
H 0.687 -2.980 -2.148
H -3.410 2.535 0.233
H -1.765 4.540 -0.602
H 0.448 3.212 -1.518
H -4.622 1.379 -1.251
H -6.972 0.076 -0.913
H -6.249 -2.243 0.371
O 2.493 0.806 -3.345
N 1.217 1.237 -3.604
C 0.532 0.346 -4.213
C -0.851 0.649 -4.467
N -1.955 0.876 -4.677
C 1.059 -0.935 -4.609
N 1.490 -1.957 -4.903
Se 3.352 2.061 -2.327
C 4.740 2.326 -3.498
N 5.647 2.498 -4.185
*
```

E_LUMO (spin up / spin down) in eV: -3.973 / -5.232
E_tot in a.u.: -4573.22457
F_max in eV/A: 0.3

***

Entry 4:
Entry from OMol25: C3H7IN2Si in the gas phase in a non-equilibrium geometry (wB97M-V/def2-TZVPD).

ORCA input file:
```
! wB97M-V def2-TZVPD RIJCOSX def2/J DEFGRID3
* xyz 0 1
C 0.555 2.134 0.758
Si 0.965 0.422 0.161
I 3.321 0.041 0.030
N -0.019 -1.023 1.369
C -0.848 -1.612 0.655
C -0.879 -1.286 -0.910
N -0.036 -0.156 -1.141
H 0.111 2.719 -0.127
H -0.290 1.812 1.378
H 1.309 2.563 1.312
H -1.508 -2.443 0.931
H -0.466 -2.346 -1.295
H -1.900 -1.081 -1.159
H -0.315 0.257 -1.960
*
```

SMILES string: C[Si@@]1(I)N=CCN1
E_LUMO in eV: 0.610
E_tot in a.u.: -815.23723
F_max in eV/A: 4.1

***

Entry 5:
Entry from OMol25: a 4-piece molecular cluster, C3H14O3S2 overall in a non-equilibrium geometry (wB97M-V/def2-TZVPD).

ORCA input file:
```
! wB97M-V def2-TZVPD RIJCOSX def2/J DEFGRID3
* xyz 0 1
C -0.249 2.600 -0.234
C 0.227 1.279 -0.815
C 1.805 1.253 -0.970
S 2.436 0.358 -2.360
S 2.998 -1.600 -1.779
H -1.199 2.267 0.350
H 0.447 3.246 0.328
H -0.614 3.165 -1.067
H -0.214 0.909 -1.711
H 0.093 0.495 -0.124
H 2.257 0.924 0.113
H 1.961 2.308 -0.942
H 2.419 -2.147 -2.822
O -1.766 -2.004 2.011
H -2.402 -1.844 2.754
H -1.849 -2.908 1.906
O 0.123 -3.585 -0.542
H 0.600 -3.257 0.158
H -0.565 -3.060 -0.888
O -2.199 0.542 2.522
H -2.295 1.333 2.101
H -2.012 -0.273 2.011
*
```

SMILES string: CCCSS.O.O.O
E_LUMO in eV: 0.402
E_tot in a.u.: -1144.71535
F_max in eV/A: 4.6

***

Entry 6:
Entry from OMol25: C5H12N2 in the gas phase in a non-equilibrium geometry (wB97M-V/def2-TZVPD).

ORCA input file:
```
! wB97M-V def2-TZVPD RIJCOSX def2/J DEFGRID3
* xyz 0 1
H -0.244 -0.705 2.311
N -0.015 -1.425 1.631
C 0.621 -0.943 0.610
N 1.077 -1.860 -0.297
C 0.580 0.477 0.191
C 1.640 0.940 -0.786
C -1.022 0.334 -0.524
C -2.158 0.622 0.421
H 1.691 -1.584 -1.054
H 1.120 -2.810 0.034
H 0.477 1.133 1.056
H 1.419 0.621 -1.809
H 1.690 2.030 -0.797
H 2.634 0.558 -0.530
H -1.189 -0.576 -1.104
H -0.934 1.124 -1.278
H -1.953 1.483 1.059
H -2.379 -0.254 1.033
H -3.055 0.835 -0.166
*
```

SMILES string: [H]/N=C(/N)[C@@H](C)CC
E_LUMO in eV: 0.988
E_tot in a.u.: -307.19921
F_max in eV/A: 3.2

***

Entry 7:
Entry from OMol25: C20H21Cl2IN3O6Ti as an isolated structure (wB97M-V/def2-TZVPD).

ORCA input file:
```
! wB97M-V def2-TZVPD RIJCOSX def2/J DEFGRID3
* xyz 1 3
Ti -0.719 -0.186 -0.160
O -4.956 -0.378 0.111
C -3.672 -0.106 0.163
O -2.839 -0.687 -0.526
C -3.236 0.948 1.095
C -4.033 1.735 1.877
C -3.400 2.719 2.680
C -2.039 2.846 2.658
C -1.277 1.980 1.844
N -1.897 1.045 1.064
C 0.121 1.929 1.633
O 1.015 2.713 2.248
O 0.579 1.098 0.794
H -5.105 -1.107 -0.514
H -5.105 1.607 1.868
H -3.994 3.372 3.303
H -1.557 3.604 3.263
H 0.588 3.282 2.901
Cl -2.225 -1.270 -7.263
C -1.672 -1.250 -5.624
C -1.265 -2.447 -5.024
C -0.815 -2.454 -3.728
Cl -0.303 -3.940 -3.002
C -0.759 -1.275 -2.945
O -0.303 -1.296 -1.729
C -1.190 -0.082 -3.582
C -1.158 1.163 -2.867
O -0.932 1.306 -1.663
C -1.625 -0.082 -4.918
H -1.301 -3.373 -5.582
H -1.338 2.075 -3.455
H -1.933 0.849 -5.377
I -0.698 -2.121 1.844
C 3.602 -2.978 -0.638
C 2.133 -2.520 -0.471
N 2.077 -1.087 -0.188
C 2.722 -0.340 -1.259
C 4.227 -0.703 -1.343
N 4.478 -1.793 -0.341
C 4.204 -1.292 1.050
C 2.737 -0.800 1.085
H 3.832 -3.305 -1.651
H 3.879 -3.768 0.058
H 1.648 -3.046 0.348
H 1.563 -2.720 -1.374
H 2.601 0.725 -1.063
H 2.219 -0.576 -2.196
H 4.876 0.131 -1.085
H 4.515 -1.086 -2.321
H 5.452 -2.078 -0.403
H 4.920 -0.500 1.258
H 4.387 -2.122 1.731
H 2.691 0.270 1.264
H 2.177 -1.297 1.876
*
```

E_LUMO (spin up / spin down) in eV: -2.873 / -2.982
E_tot in a.u.: -3457.96417
F_max in eV/A: 0.8

***

Entry 8:
Entry from OMol25: C17H21AlIO2 as an isolated structure in a non-equilibrium geometry (wB97M-V/def2-TZVPD).

ORCA input file:
```
! wB97M-V def2-TZVPD RIJCOSX def2/J DEFGRID3
* xyz -1 1
C -2.952 2.231 1.362
C -3.074 1.124 0.117
C -2.097 1.655 -1.089
C -2.854 2.577 -2.216
Al -1.160 0.080 -2.075
I -2.961 -1.798 -2.582
O -0.341 0.663 -3.668
C 1.022 1.174 -3.445
O 1.577 1.891 -4.460
C 1.915 0.929 -2.091
C 1.686 1.951 -0.827
C 2.460 1.836 0.642
C 3.540 0.606 0.844
C 3.763 -0.404 -0.434
C 3.012 -0.313 -1.890
H -3.871 2.169 2.085
H -1.915 2.060 1.929
H -2.958 3.297 0.828
H -4.213 1.031 -0.188
H -2.708 0.096 0.589
H -1.232 2.284 -0.612
H -2.040 3.235 -2.764
H -3.461 1.935 -3.009
H -3.564 3.320 -1.653
H -0.176 -0.574 -1.017
H 0.904 2.825 -0.918
H 2.227 2.602 1.500
H 4.066 0.519 1.894
H 4.524 -1.297 -0.272
H 3.205 -1.109 -2.758
C -0.493 -3.816 1.905
C 0.188 -3.986 3.110
C 1.323 -3.224 3.385
C 1.772 -2.283 2.458
C 1.089 -2.110 1.254
C -0.041 -2.879 0.975
H -1.375 -4.413 1.690
H -0.166 -4.715 3.835
H 1.857 -3.362 4.321
H 2.653 -1.685 2.674
H 1.438 -1.375 0.533
H -0.569 -2.748 0.035
*
```

E_LUMO in eV: 2.243
E_tot in a.u.: -1350.78572
F_max in eV/A: 8.3

***

Entry 9:
Entry from OMol25: a 3-piece molecular cluster, C16H32FN2O11P2 overall in a non-equilibrium geometry (wB97M-V/def2-TZVPD).

ORCA input file:
```
! wB97M-V def2-TZVPD RIJCOSX def2/J DEFGRID3
* xyz 1 1
C -0.477 3.690 -1.266
C 0.753 3.179 -2.222
O 2.012 3.552 -1.875
O 0.630 2.376 -3.450
C -0.084 1.110 -3.223
C 0.788 -0.245 -3.527
N 0.921 -1.122 -2.262
N -0.237 -1.616 -1.753
C -0.146 -2.469 -0.553
C 1.117 -2.938 0.373
C 1.072 -3.864 1.723
C 1.146 -2.869 3.066
O -0.110 -2.972 3.880
C 2.539 -2.319 -0.266
C 2.216 -1.449 -1.607
F 3.440 -0.883 -2.291
H -0.497 3.000 -0.295
H -0.363 4.793 -0.873
H -1.475 3.493 -1.855
H -1.017 1.110 -3.967
H -0.472 1.009 -2.099
H 0.123 -0.904 -4.268
H 1.804 -0.075 -4.078
H -1.196 -2.903 -0.180
H 1.943 -4.677 1.762
H 0.020 -4.391 1.758
H 2.096 -3.145 3.733
H 1.231 -1.720 2.760
H -0.420 -2.056 4.154
H 3.600 -2.540 0.196
C -4.877 -0.384 -7.999
O -4.973 0.025 -6.648
P -4.674 1.716 -6.443
O -3.241 1.396 -6.002
O -5.638 1.788 -5.109
C -6.281 0.655 -4.570
O -4.375 3.408 -6.239
C -3.649 3.989 -7.305
H -5.065 -1.459 -8.058
H -5.627 0.143 -8.596
H -3.878 -0.171 -8.387
H -5.557 -0.110 -4.280
H -7.011 0.255 -5.281
H -6.826 0.963 -3.671
H -4.184 3.833 -8.246
H -2.649 3.552 -7.370
H -3.554 5.062 -7.122
C 5.628 -0.725 8.747
O 4.911 0.124 7.871
P 3.363 -0.518 7.443
O 3.949 -1.008 6.114
O 2.731 0.987 7.223
C 3.494 2.164 7.366
O 1.815 -1.161 7.015
C 1.712 -2.561 7.196
H 6.596 -0.270 8.968
H 5.069 -0.847 9.679
H 5.787 -1.700 8.279
H 4.338 2.174 6.673
H 3.833 2.276 8.401
H 2.853 3.021 7.132
H 1.927 -2.816 8.237
H 2.405 -3.084 6.533
H 0.692 -2.872 6.957
*
```

E_LUMO in eV: -5.276
E_tot in a.u.: -2347.75683
F_max in eV/A: 10.3

***

Entry 10:
Entry from OMol25: C29H33Cl2N2O4P2Ti as an isolated structure (wB97M-V/def2-TZVPD).

ORCA input file:
```
! wB97M-V def2-TZVPD RIJCOSX def2/J DEFGRID3
* xyz 1 1
Ti 0.231 -0.058 -0.267
O -0.455 -1.056 1.191
C -0.096 -1.948 2.103
C -0.996 -2.291 3.115
C -0.614 -3.156 4.122
C 0.670 -3.703 4.152
C 1.554 -3.385 3.146
C 1.184 -2.518 2.110
C 2.141 -2.215 1.079
N 1.956 -1.459 0.062
C 3.108 -1.322 -0.843
C 3.024 0.030 -1.530
N 1.645 0.108 -1.970
C 1.421 -0.032 -3.221
C 0.134 -0.306 -3.803
C -0.057 -0.197 -5.187
C -1.241 -0.593 -5.764
C -2.229 -1.165 -4.958
C -2.049 -1.311 -3.597
C -0.874 -0.852 -2.990
O -0.703 -0.951 -1.680
H -1.986 -1.851 3.102
H -1.320 -3.406 4.903
H 0.962 -4.370 4.951
H 2.555 -3.804 3.146
H 3.116 -2.696 1.196
H 3.042 -2.105 -1.604
H 4.048 -1.434 -0.301
H 3.724 0.083 -2.367
H 3.219 0.836 -0.833
H 2.271 -0.002 -3.908
H 0.744 0.204 -5.798
H -1.395 -0.493 -6.829
H -3.150 -1.511 -5.408
H -2.809 -1.778 -2.986
C 0.784 3.079 -2.495
P -0.366 2.270 -1.337
C -0.649 3.592 -0.129
C -1.921 2.172 -2.306
C -3.024 1.347 -1.613
P -2.451 0.485 -0.082
C -3.262 -1.146 -0.101
C -3.466 1.281 1.209
H 0.422 4.080 -2.733
H 0.874 2.510 -3.418
H 1.768 3.162 -2.031
H -0.845 4.526 -0.658
H 0.234 3.693 0.500
H -1.481 3.353 0.525
H -1.659 1.724 -3.266
H -2.259 3.189 -2.514
H -3.410 0.596 -2.303
H -3.866 1.983 -1.339
H -4.304 -1.045 -0.410
H -3.236 -1.547 0.912
H -2.738 -1.836 -0.754
H -4.518 1.146 0.948
H -3.246 2.340 1.307
H -3.275 0.810 2.171
Cl 3.225 -0.594 6.177
C 2.679 0.019 4.655
C 3.585 0.279 3.645
C 3.143 0.717 2.406
Cl 4.378 1.123 1.256
C 1.779 0.871 2.100
O 1.341 1.098 0.861
C 0.908 0.755 3.207
C -0.488 1.214 3.175
O -0.958 1.962 2.354
C 1.346 0.298 4.445
H 4.645 0.148 3.813
H -1.095 0.871 4.037
H 0.631 0.180 5.250
*
```

E_LUMO in eV: -3.092
E_tot in a.u.: -3987.90367
F_max in eV/A: 0.2

***

Entry 11:
Entry from OMol25: C2H3CaLiO2 as an isolated structure in a non-equilibrium geometry (wB97M-V/def2-TZVPD).

ORCA input file:
```
! wB97M-V def2-TZVPD RIJCOSX def2/J DEFGRID3
* xyz 1 2
H -1.379 -0.401 -0.707
O 1.716 0.475 -0.836
C 1.031 -0.612 -0.511
C -0.336 -0.437 0.039
O -0.499 0.755 0.749
Li -2.164 1.074 1.399
Ca 1.007 1.995 0.212
H 1.298 -1.560 -0.998
H -0.676 -1.289 0.653
*
```

E_LUMO (spin up / spin down) in eV: -4.723 / -4.860
E_tot in a.u.: -913.38966
F_max in eV/A: 3.8

***

Entry 12:
Entry from OMol25: H2INS in the gas phase in a non-equilibrium geometry (wB97M-V/def2-TZVPD).

ORCA input file:
```
! wB97M-V def2-TZVPD RIJCOSX def2/J DEFGRID3
* xyz 0 1
N 0.086 -1.324 -0.002
S 0.065 0.135 0.393
I -0.923 2.470 -0.965
H -0.431 -1.943 0.693
H 1.203 0.662 -0.120
*
```

E_LUMO (spin up / spin down) in eV: -2.169 / -2.074
E_tot in a.u.: -751.75290
F_max in eV/A: 2.6